47
Properties=species:S:1:pos:R:3 method="wB97M-V/def2-TZVPD" de_lowest_kcal_mol=12.47 homo_ev=-8.593 smiles="Cc1ccc(C(=O)Nc2ccc(C(=O)NC[C@H]3CCCO3)cc2)cc1" gap_ev=9.04
H -8.9924 -1.0070 -0.6136
H 5.0464 -0.2105 -1.4716
C 3.3406 -1.4629 0.2282
N 4.1023 -0.6211 0.9644
H -7.3321 1.7245 1.2427
H 6.7870 -0.1476 -1.7808
C -5.0050 -0.5223 -0.8416
H -4.3699 -1.1357 -1.4662
H 4.0285 2.2071 -0.4863
C 5.9628 0.3462 -1.2723
H -2.7702 -1.3681 -0.1080
C 0.0161 0.3835 0.2548
C -6.6810 1.0912 0.6578
C -0.8696 -0.6793 0.0915
C 6.1995 0.4368 0.2412
C 5.1142 2.3799 -0.4363
H -6.7908 -1.3789 -1.6332
C -2.9898 0.6318 0.1811
C -5.3122 1.2341 0.7619
C -0.3631 -1.9741 -0.0349
H -9.2170 0.2630 0.6010
C 5.5378 -0.7098 1.0254
H 3.6940 0.1935 1.3934
H -4.8802 1.9758 1.4166
C -8.7182 0.0066 -0.3305
C 1.3759 0.1479 0.3111
H -0.3682 1.3862 0.3371
O 3.8022 -2.4341 -0.3454
H 2.0370 0.9964 0.4166
O -2.5201 1.7210 0.4361
H 5.2927 3.4469 -0.2877
O 5.6667 1.6896 0.6693
C -4.4567 0.4177 0.0267
H 5.8294 -1.6689 0.5925
C 1.8847 -1.1427 0.2008
H 5.2035 1.9421 -2.5762
N -2.2510 -0.5118 0.0303
H 1.3955 -3.1942 -0.0978
H -9.0832 0.6829 -1.1043
H 5.8563 -0.6628 2.0707
C -6.3768 -0.6510 -0.9500
C 0.9949 -2.1979 0.0108
H 7.2745 0.4376 0.4717
C 5.7978 1.8089 -1.6756
H -1.0433 -2.8035 -0.1730
C -7.2337 0.1437 -0.1969
H 6.7724 2.2780 -1.8156